(1)
{
  "formula": "C38H35N2O2PtS3Te",
  "method": "wB97M-V/def2-TZVPD",
  "spin_multiplicity": 1,
  "e_homo_ev": -3.38,
  "charge": -1,
  "e_tot_ev": -90098.122,
  "homo_lumo_gap_ha": 0.209,
  "de_lowest_kj_mol": 75.46,
  "max_force_ha_per_bohr": 0.007,
  "elements": ["Pt", "C", "C", "C", "C", "C", "O", "C", "C", "C", "C", "C", "C", "C", "O", "C", "C", "C", "N", "C", "C", "Te", "C", "C", "C", "C", "C", "C", "C", "C", "C", "C", "C", "C", "H", "H", "H", "H", "H", "H", "H", "H", "H", "H", "H", "H", "H", "H", "H", "H", "H", "H", "H", "H", "H", "H", "H", "H", "C", "C", "S", "C", "C", "S", "H", "H", "H", "H", "H", "H", "S", "C", "N", "C", "C", "C", "C", "H", "H", "H", "H", "H"],
  "coordinates": [[1.438, 1.104, -1.240], [-0.306, -2.634, 4.924], [0.155, -1.693, 3.845], [1.079, -0.702, 4.077], [1.484, 0.197, 3.084], [2.447, 1.231, 3.477], [2.603, 2.315, 2.932], [3.342, 0.952, 4.662], [3.498, 1.929, 5.639], [4.378, 1.730, 6.691], [5.135, 0.567, 6.753], [5.003, -0.397, 5.765], [4.102, -0.211, 4.727], [0.948, 0.131, 1.740], [1.284, 1.037, 0.910], [0.027, -0.968, 1.490], [-0.339, -1.790, 2.546], [-0.593, -1.304, 0.180], [-0.124, -0.919, -0.933], [-0.755, -1.269, -2.188], [-1.713, -0.153, -2.583], [-2.430, -0.349, -4.588], [-3.975, -1.689, -4.020], [-3.680, -3.014, -3.705], [-4.678, -3.884, -3.291], [-5.991, -3.446, -3.201], [-6.299, -2.131, -3.519], [-5.296, -1.258, -3.921], [-1.846, -2.140, 0.213], [-1.805, -3.518, 0.018], [-2.978, -4.259, -0.009], [-4.203, -3.628, 0.149], [-4.251, -2.255, 0.337], [-3.078, -1.515, 0.372], [0.211, -2.427, 5.862], [-0.108, -3.676, 4.662], [-1.379, -2.545, 5.110], [1.488, -0.593, 5.075], [2.924, 2.843, 5.560], [4.481, 2.485, 7.460], [5.834, 0.418, 7.567], [5.604, -1.297, 5.802], [3.985, -0.965, 3.958], [-1.066, -2.569, 2.351], [-1.284, -2.227, -2.150], [0.034, -1.331, -2.939], [-1.225, 0.817, -2.522], [-2.604, -0.142, -1.956], [-2.659, -3.367, -3.782], [-4.426, -4.905, -3.035], [-6.772, -4.125, -2.883], [-7.321, -1.779, -3.448], [-5.537, -0.227, -4.147], [-0.846, -4.005, -0.115], [-2.934, -5.330, -0.161], [-5.121, -4.202, 0.117], [-5.206, -1.756, 0.446], [-3.110, -0.442, 0.520], [0.370, 2.560, -5.482], [0.461, 2.360, -3.991], [1.593, 1.095, -3.494], [-0.263, 3.054, -3.095], [-1.270, 4.098, -3.487], [-0.114, 2.794, -1.357], [1.104, 1.933, -5.989], [0.568, 3.597, -5.768], [-0.617, 2.295, -5.874], [-1.197, 4.350, -4.546], [-1.123, 5.012, -2.907], [-2.290, 3.753, -3.293], [3.583, 0.133, -0.937], [3.733, 1.869, -0.904], [3.608, 2.531, 0.284], [3.693, 3.875, 0.404], [4.100, 4.640, -0.640], [4.403, 3.985, -1.860], [4.231, 2.644, -1.993], [3.130, 2.039, 1.041], [3.423, 4.253, 1.379], [4.183, 5.711, -0.533], [4.755, 4.563, -2.705], [4.389, 2.133, -2.930]],
  "mulliken_charge": [1.76, -1.75, -0.59, -0.44, 0.46, -0.15, -0.69, 0.31, -0.37, -0.65, -0.35, -0.76, -0.01, 1.13, -1.29, 0.33, -0.91, 0.43, -0.34, -0.84, -0.09, 0.24, -0.34, -0.02, -0.57, -0.40, -0.57, -0.26, -0.45, 0.17, -0.93, -0.42, -0.97, 0.38, 0.37, 0.35, 0.32, 0.44, 0.40, 0.38, 0.38, 0.38, 0.48, 0.54, 0.32, 0.54, -0.23, 0.23, 0.37, 0.38, 0.40, 0.37, 0.37, 0.51, 0.43, 0.41, 0.40, 0.55, -1.59, 0.48, -0.52, 0.57, -1.54, -0.58, 0.39, 0.36, 0.26, 0.37, 0.33, 0.26, -0.45, 0.38, 0.04, -0.28, -0.75, -0.06, -0.71, 0.32, 0.40, 0.40, 0.36, 0.41]
}

(2)
{
  "formula": "C38H36N7OP2Se2Zr",
  "method": "wB97M-V/def2-TZVPD",
  "spin_multiplicity": 1,
  "e_homo_ev": -14.37,
  "charge": 3,
  "e_tot_ev": -202996.218,
  "homo_lumo_gap_ha": 0.154,
  "de_lowest_kj_mol": 187.04,
  "max_force_ha_per_bohr": 0.021,
  "elements": ["Zr", "O", "C", "C", "C", "C", "C", "C", "C", "C", "N", "H", "H", "H", "H", "H", "H", "H", "H", "H", "H", "H", "Se", "P", "C", "C", "C", "C", "C", "C", "C", "C", "C", "C", "C", "C", "C", "C", "N", "N", "N", "P", "Se", "C", "C", "C", "C", "C", "C", "C", "C", "C", "C", "C", "C", "H", "H", "H", "H", "H", "H", "H", "H", "H", "H", "H", "H", "H", "H", "H", "H", "H", "H", "H", "H", "N", "C", "C", "N", "C", "C", "N", "H", "H", "H", "H", "H"],
  "coordinates": [[-2.369, 0.807, 0.090], [-1.521, 2.965, -0.417], [-1.623, 3.885, 0.737], [-3.051, 4.341, 0.898], [-4.035, 3.151, 0.840], [-4.412, 2.865, -0.606], [-5.280, 3.702, -1.267], [-5.501, 3.521, -2.626], [-4.846, 2.492, -3.291], [-4.023, 1.665, -2.570], [-3.804, 1.840, -1.246], [-0.872, 3.308, -1.044], [-0.941, 4.720, 0.600], [-1.292, 3.339, 1.611], [-3.321, 5.051, 0.116], [-3.127, 4.858, 1.855], [-4.928, 3.388, 1.414], [-3.568, 2.269, 1.345], [-5.780, 4.497, -0.726], [-6.168, 4.185, -3.164], [-4.975, 2.332, -4.353], [-3.522, 0.836, -3.043], [3.406, 1.501, -2.187], [3.580, 0.765, -0.210], [4.439, 1.813, 0.960], [5.409, 2.675, 0.453], [6.146, 3.464, 1.326], [5.919, 3.387, 2.692], [4.943, 2.535, 3.197], [4.200, 1.746, 2.336], [4.265, -0.902, -0.055], [4.476, -1.674, -1.191], [5.080, -2.922, -1.078], [5.487, -3.390, 0.165], [5.293, -2.612, 1.301], [4.691, -1.367, 1.195], [1.846, 0.694, 0.393], [0.741, 0.074, -0.132], [-0.335, 0.636, 0.531], [0.115, 1.576, 1.385], [1.391, 1.629, 1.302], [0.248, -1.501, -0.853], [-1.735, -0.948, -1.741], [0.302, -2.501, 0.652], [-0.638, -2.378, 1.669], [-0.386, -2.883, 2.929], [0.829, -3.509, 3.191], [1.782, -3.618, 2.191], [1.534, -3.105, 0.924], [1.143, -2.252, -2.164], [1.455, -1.463, -3.279], [2.040, -2.061, -4.379], [2.293, -3.429, -4.373], [1.929, -4.218, -3.285], [1.338, -3.639, -2.176], [5.584, 2.727, -0.615], [6.893, 4.142, 0.933], [6.507, 3.993, 3.370], [4.762, 2.492, 4.263], [3.431, 1.094, 2.734], [4.214, -1.277, -2.160], [5.262, -3.515, -1.967], [5.993, -4.345, 0.246], [5.641, -2.962, 2.266], [4.575, -0.752, 2.078], [-1.573, -1.873, 1.504], [-1.123, -2.778, 3.714], [1.034, -3.891, 4.183], [2.736, -4.089, 2.394], [2.313, -3.155, 0.172], [1.254, -0.398, -3.278], [2.295, -1.463, -5.245], [2.767, -3.890, -5.232], [2.092, -5.287, -3.307], [1.014, -4.261, -1.354], [-7.772, -0.182, 0.840], [-6.545, -0.718, 0.744], [-5.375, 0.054, 0.838], [-4.151, -0.491, 0.730], [-4.092, -1.828, 0.567], [-5.256, -2.574, 0.471], [-6.460, -2.038, 0.531], [-7.935, 0.774, 1.100], [-8.563, -0.805, 0.786], [-5.454, 1.112, 1.025], [-3.138, -2.308, 0.502], [-5.200, -3.648, 0.326]],
  "mulliken_charge": [0.25, -0.31, -0.36, -1.06, -0.47, 0.73, -0.74, -0.57, -0.90, -0.35, 0.62, 0.23, 0.59, 0.30, 0.42, 0.44, 0.80, 0.24, 0.58, 0.49, 0.50, 0.42, -0.30, 0.72, 0.92, -0.77, -0.67, -0.51, -0.95, -0.26, 0.82, -0.36, -0.70, -0.62, -0.78, -0.40, 0.71, -0.58, 1.04, -0.85, -0.32, 0.60, -0.20, 1.31, -0.22, -1.15, -0.79, -1.02, -0.34, 1.11, -0.60, -0.82, -0.56, -0.90, -0.34, 0.34, 0.43, 0.42, 0.42, 0.34, 0.35, 0.50, 0.45, 0.53, 0.34, 0.38, 0.49, 0.43, 0.53, 0.19, 0.53, 0.47, 0.47, 0.50, 0.54, -0.37, 0.44, -0.02, -0.09, -0.04, -0.69, -0.53, 0.20, 0.27, 0.21, 0.47, 0.43]
}

(3)
{
  "formula": "C38H36N9Ti",
  "method": "wB97M-V/def2-TZVPD",
  "spin_multiplicity": 1,
  "e_homo_ev": -15.90,
  "charge": 3,
  "e_tot_ev": -76496.479,
  "homo_lumo_gap_ha": 0.244,
  "max_force_ha_per_bohr": 0.010,
  "elements": ["Ti", "C", "N", "C", "C", "C", "C", "C", "C", "N", "C", "C", "C", "C", "C", "C", "N", "C", "C", "C", "C", "C", "N", "H", "H", "H", "H", "H", "H", "H", "H", "H", "H", "H", "H", "H", "H", "H", "H", "H", "H", "C", "C", "C", "C", "C", "N", "C", "C", "C", "C", "C", "C", "C", "N", "C", "C", "C", "N", "C", "C", "N", "C", "C", "C", "N", "H", "H", "H", "H", "H", "H", "H", "H", "H", "H", "H", "H", "H", "H", "H", "H", "H", "H"],
  "coordinates": [[-0.106, -0.049, -0.073], [2.898, 0.468, -0.362], [2.075, -0.320, 0.601], [2.347, 0.221, 1.965], [1.201, 1.040, 2.494], [1.343, 1.820, 3.629], [0.237, 2.490, 4.124], [-0.985, 2.359, 3.473], [-1.050, 1.576, 2.345], [0.028, 0.933, 1.856], [2.419, -1.772, 0.508], [1.584, -2.531, -0.491], [2.019, -3.743, -0.991], [1.187, -4.467, -1.829], [-0.059, -3.948, -2.148], [-0.420, -2.725, -1.627], [0.383, -2.023, -0.812], [2.451, 0.315, -1.782], [3.365, 0.415, -2.812], [2.917, 0.334, -4.121], [1.566, 0.131, -4.343], [0.715, 0.033, -3.260], [1.137, 0.140, -1.991], [3.945, 0.175, -0.261], [2.832, 1.520, -0.078], [3.263, 0.813, 1.963], [2.544, -0.606, 2.648], [2.305, 1.889, 4.121], [0.324, 3.105, 5.011], [-1.874, 2.856, 3.833], [-1.975, 1.446, 1.799], [2.251, -2.222, 1.485], [3.482, -1.892, 0.285], [2.999, -4.117, -0.721], [1.507, -5.421, -2.228], [-0.741, -4.476, -2.799], [-1.376, -2.277, -1.858], [4.415, 0.553, -2.589], [3.612, 0.411, -4.947], [1.165, 0.038, -5.342], [-0.338, -0.151, -3.416], [-2.681, 2.287, -5.886], [-2.452, 1.693, -4.526], [-2.873, 0.394, -4.216], [-2.684, -0.135, -2.957], [-2.079, 0.608, -1.938], [-1.909, 0.017, -0.624], [-3.123, -0.610, -0.155], [-4.355, -0.078, -0.544], [-5.541, -0.734, -0.305], [-5.546, -1.993, 0.298], [-6.825, -2.753, 0.508], [-4.333, -2.488, 0.751], [-3.144, -1.779, 0.597], [-2.002, -2.219, 1.348], [-2.035, -3.128, 2.351], [-0.894, -2.998, 3.098], [-0.220, -1.940, 2.507], [-0.865, -1.478, 1.435], [-1.644, 1.886, -2.251], [-1.817, 2.414, -3.526], [-0.961, 2.682, -1.288], [-0.976, 4.023, -1.172], [0.017, 4.381, -0.291], [0.596, 3.175, 0.092], [0.017, 2.140, -0.521], [-2.741, 1.515, -6.651], [-3.626, 2.834, -5.896], [-1.893, 2.988, -6.157], [-3.356, -0.208, -4.975], [-3.043, -1.133, -2.745], [-4.375, 0.866, -1.070], [-6.473, -0.280, -0.617], [-7.487, -2.649, -0.350], [-6.642, -3.812, 0.677], [-7.357, -2.362, 1.378], [-4.328, -3.441, 1.257], [-2.884, -3.766, 2.507], [-0.614, -3.561, 3.971], [0.708, -1.504, 2.823], [-1.424, 3.399, -3.744], [-1.688, 4.619, -1.719], [0.277, 5.372, 0.035], [1.396, 3.026, 0.799]],
  "mulliken_charge": [-0.94, -1.61, 0.96, -2.06, 0.87, -1.08, -0.67, -1.09, -0.41, 1.33, -1.75, 0.96, -0.99, -0.74, -1.21, -0.50, 1.36, 0.59, -0.99, -0.76, -1.09, -0.44, 0.99, 0.67, 0.78, 0.67, 0.69, 0.60, 0.47, 0.55, 0.49, 0.61, 0.58, 0.60, 0.48, 0.57, 0.50, 0.58, 0.47, 0.59, 0.58, -1.69, 0.35, -1.11, -0.23, -0.31, 1.55, 0.58, -0.59, -1.00, 0.21, -1.66, -1.24, 0.56, -0.11, -0.15, -1.58, -0.54, 1.37, 0.37, -0.37, -0.47, -0.10, -1.64, -0.05, 1.07, 0.44, 0.31, 0.43, 0.49, 0.48, 0.68, 0.49, 0.43, 0.39, 0.33, 0.39, 0.46, 0.54, 0.50, 0.65, 0.60, 0.50, 0.46]
}